#w
C30H86N4O18 | wB97M-V/def2-TZVPD

```
138
Properties=species:S:1:pos:R:3:lowdin_charge:R:1
C -0.78 4.01 0.36 -0.22
C 0.53 3.43 -0.21 -0.24
O 1.47 3.58 0.80 -0.08
O -0.62 5.40 0.46 -0.02
H -0.99 3.70 1.38 0.01
H -1.55 3.67 -0.33 0.15
H 0.83 3.99 -1.09 0.06
H 0.49 2.36 -0.40 0.11
H 2.35 3.55 0.43 0.14
H 0.08 5.62 1.09 0.07
C -3.43 -0.09 1.29 -0.19
C -4.93 -0.07 1.66 -0.18
O -5.60 0.53 0.56 -0.07
O -3.06 -1.15 0.37 -0.20
H -2.88 -0.10 2.23 0.08
H -3.07 0.79 0.76 0.11
H -5.06 0.52 2.57 0.11
H -5.15 -1.12 1.86 0.13
H -5.94 -0.08 -0.10 0.08
H -2.72 -1.86 0.92 0.14
C -2.30 -0.29 4.37 -0.09
C -1.35 -1.51 4.38 -0.25
O -1.74 -2.53 3.52 -0.02
O -1.90 0.62 3.33 -0.27
H -2.18 0.31 5.28 0.14
H -3.32 -0.67 4.32 0.14
H -1.28 -1.84 5.42 0.13
H -0.34 -1.18 4.14 0.13
H -1.15 -3.28 3.63 0.11
H -2.52 1.35 3.33 0.15
C -0.14 2.78 4.05 -0.10
C -0.36 3.61 2.82 -0.28
O -0.03 4.95 3.07 0.02
O 1.30 2.72 4.41 0.02
H -0.52 1.76 3.98 0.13
H -0.64 3.15 4.94 0.16
H -1.40 3.54 2.51 0.15
H 0.23 3.21 1.99 0.06
H 0.93 5.01 3.18 0.11
H 1.39 3.48 4.98 0.15
C 1.94 1.75 2.45 -0.08
C 2.68 0.69 1.52 -0.22
O 3.85 0.24 2.14 -0.03
O 0.94 1.21 3.27 -0.02
H 1.42 2.39 1.73 0.05
H 2.67 2.35 2.99 0.15
H 2.88 1.10 0.53 0.14
H 1.97 -0.13 1.42 0.03
H 3.62 -0.40 2.82 0.11
H 0.80 1.84 3.98 -0.17
C 1.28 2.52 -3.80 -0.18
C 1.17 3.39 -2.55 -0.26
O 1.34 4.79 -2.94 -0.02
O 2.66 2.25 -3.96 -0.08
H 0.87 2.91 -4.74 0.15
H 0.81 1.55 -3.64 0.03
H 1.82 3.18 -1.71 0.11
H 0.11 3.32 -2.30 0.12
H 1.57 5.37 -2.21 0.09
H 3.17 3.06 -3.95 0.12
C 0.42 -2.14 1.38 -0.25
C 0.78 -3.62 1.32 -0.14
O 1.46 -3.83 0.08 -0.12
O 1.47 -1.39 1.84 -0.08
H -0.40 -2.00 2.09 0.12
H -0.02 -1.73 0.47 -0.02
H -0.03 -4.35 1.34 0.13
H 1.53 -3.92 2.05 0.12
H 2.31 -3.40 0.10 -0.11
H 1.09 -0.52 1.98 0.00
C -3.79 -2.74 -1.77 -0.03
C -3.07 -1.40 -1.76 -0.38
C -2.52 -1.00 -3.20 -0.15
O -2.31 0.40 -3.25 -0.14
C -1.08 0.91 -2.83 -0.10
N -3.93 -0.34 -1.26 0.08
H -4.63 -2.63 -2.46 0.09
H -4.16 -2.98 -0.77 0.07
H -3.17 -3.59 -2.04 0.07
H -2.21 -1.40 -1.09 0.09
H -3.37 -1.26 -3.83 0.13
H -1.63 -1.54 -3.54 0.06
H -0.31 0.32 -3.33 0.10
H -0.95 0.67 -1.78 -0.01
H -0.99 1.97 -3.07 0.13
H -3.70 -0.24 -0.28 -0.05
H -3.54 0.50 -1.67 0.08
C -1.23 1.41 1.53 -0.05
C -0.53 0.16 1.30 -0.19
C 0.53 0.21 0.11 -0.18
O 0.01 0.64 -1.09 -0.24
C 1.04 0.85 -2.05 -0.18
N -0.05 -0.39 2.58 -0.08
H -1.68 1.49 2.52 -0.01
H -1.87 1.58 0.67 0.12
H -0.51 2.23 1.44 0.05
H -1.18 -0.63 0.92 0.11
H 0.90 -0.79 -0.07 0.08
H 1.32 0.89 0.44 0.10
H 1.58 -0.09 -2.12 0.09
H 1.63 1.70 -1.70 0.08
H 0.53 1.15 -2.97 -0.02
H -0.89 -0.52 3.13 0.03
H 0.37 0.36 3.11 -0.18
C 4.93 -2.85 0.00 -0.04
C 3.80 -1.89 0.35 -0.29
C 3.12 -1.22 -0.85 -0.17
O 3.92 -0.27 -1.52 -0.09
C 3.23 0.44 -2.56 -0.14
N 2.80 -2.75 1.03 0.01
H 5.41 -3.20 0.92 0.08
H 5.72 -2.41 -0.61 0.07
H 4.63 -3.68 -0.65 0.08
H 4.16 -1.14 1.05 0.11
H 2.31 -0.66 -0.38 0.08
H 2.69 -1.97 -1.51 0.14
H 3.93 0.97 -3.21 0.11
H 2.71 1.32 -2.19 0.05
H 2.57 -0.19 -3.15 0.12
H 3.26 -3.30 1.75 0.12
H 2.07 -2.23 1.50 -0.15
C 0.16 -4.23 -5.13 -0.07
C -0.58 -3.77 -3.90 -0.38
C 0.19 -2.58 -3.11 -0.15
O -0.59 -2.46 -1.92 -0.14
C -0.15 -1.58 -0.86 -0.18
N -1.87 -3.21 -4.27 0.03
H -0.39 -4.96 -5.72 0.08
H 1.19 -4.52 -4.92 0.08
H 0.17 -3.36 -5.78 0.07
H -0.62 -4.62 -3.21 0.14
H 0.32 -1.71 -3.76 0.12
H 1.23 -2.89 -2.94 0.11
H 0.26 -0.73 -1.41 0.07
H 0.66 -2.09 -0.33 0.09
H -0.92 -1.27 -0.16 0.11
H -2.10 -2.77 -3.39 -0.01
H -1.61 -2.49 -4.92 0.08
```

## Properties
* frontier orbital gap: 6.26 eV
* HOMO level: -6.7265 eV
* molecular weight: 791.028 g/mol
* charge: 0

=====

#x
C30H86N4O18 | wB97M-V/def2-TZVPD

```
138
Properties=species:S:1:pos:R:3:lowdin_charge:R:1
C -1.05 0.61 -0.10 -0.05
C 0.26 -0.10 0.33 -0.38
C 0.20 -1.50 -0.23 -0.23
O 1.31 -2.21 0.22 -0.20
C 1.17 -3.61 0.02 -0.09
N 1.42 0.58 -0.26 0.08
H -1.04 1.68 0.07 0.06
H -1.85 0.22 0.54 0.06
H -1.31 0.34 -1.13 0.08
H 0.23 -0.22 1.42 0.15
H 0.11 -1.51 -1.33 0.12
H -0.71 -2.01 0.11 0.13
H 0.75 -3.77 -0.98 0.09
H 0.53 -4.12 0.75 0.07
H 2.16 -4.06 0.13 0.09
H 1.78 1.21 0.46 0.06
H 2.13 -0.13 -0.39 0.05
C -2.40 -4.89 0.85 -0.06
C -3.24 -5.83 1.68 -0.45
C -4.64 -6.00 1.11 -0.21
O -5.41 -7.00 1.73 -0.18
C -5.65 -6.76 3.09 -0.12
N -2.56 -7.15 1.78 0.05
H -2.99 -4.05 0.48 0.08
H -1.95 -5.41 0.00 0.08
H -1.57 -4.51 1.45 0.05
H -3.30 -5.49 2.71 0.10
H -4.54 -6.20 0.04 0.13
H -5.20 -5.05 1.16 0.13
H -6.37 -7.48 3.45 0.09
H -6.04 -5.74 3.23 0.09
H -4.74 -6.85 3.70 0.08
H -2.41 -7.49 0.83 0.07
H -3.24 -7.81 2.14 0.06
C 7.53 1.34 0.84 -0.06
C 6.64 1.11 -0.38 -0.42
C 5.28 0.63 0.08 -0.22
O 5.41 -0.66 0.64 -0.18
C 4.20 -1.31 0.92 -0.10
N 6.56 2.39 -1.08 0.04
H 7.28 2.29 1.32 0.07
H 8.59 1.30 0.60 0.07
H 7.36 0.58 1.62 0.07
H 7.14 0.43 -1.06 0.15
H 4.59 0.56 -0.77 0.12
H 4.83 1.33 0.80 0.13
H 4.22 -2.31 0.50 0.08
H 3.32 -0.78 0.53 0.04
H 4.03 -1.38 2.00 0.09
H 6.18 2.32 -2.02 0.05
H 6.11 3.16 -0.62 0.07
C -3.00 7.90 0.68 -0.05
C -2.14 8.42 -0.47 -0.43
C -1.92 7.30 -1.47 -0.24
O -1.14 6.30 -0.88 -0.19
C -1.04 5.16 -1.68 -0.11
N -2.74 9.54 -1.22 0.03
H -2.40 7.27 1.33 0.07
H -3.80 7.29 0.25 0.08
H -3.55 8.69 1.20 0.07
H -1.14 8.70 -0.15 0.14
H -1.46 7.65 -2.41 0.13
H -2.90 6.90 -1.81 0.12
H -0.48 4.39 -1.15 0.05
H -0.55 5.37 -2.64 0.10
H -2.03 4.76 -1.95 0.09
H -3.42 9.17 -1.87 0.07
H -3.30 10.11 -0.58 0.06
C 2.51 2.32 -2.96 -0.26
C 3.56 3.26 -2.40 -0.27
O 4.69 3.42 -3.21 -0.06
O 1.30 2.49 -2.26 -0.11
H 2.81 1.27 -2.85 0.11
H 2.40 2.56 -4.03 0.12
H 3.87 2.96 -1.39 0.10
H 3.02 4.19 -2.16 0.13
H 4.48 4.03 -3.92 0.09
H 1.18 1.70 -1.69 0.02
C 0.92 4.95 2.08 -0.21
C 0.79 3.60 1.45 -0.24
O 1.95 2.79 1.63 -0.08
O 0.60 4.76 3.47 -0.08
H 0.22 5.68 1.66 0.11
H 1.94 5.32 2.02 0.13
H 0.74 3.69 0.36 0.10
H -0.15 3.18 1.83 0.12
H 2.22 2.79 2.56 0.10
H 0.90 5.51 3.99 0.08
C 4.04 -3.57 -2.72 -0.24
C 2.94 -2.77 -3.34 -0.27
O 2.49 -3.42 -4.51 -0.05
O 5.20 -3.56 -3.55 -0.06
H 3.70 -4.59 -2.53 0.12
H 4.39 -3.10 -1.80 0.11
H 3.36 -1.79 -3.61 0.12
H 2.12 -2.66 -2.62 0.10
H 1.99 -2.78 -5.04 0.03
H 4.98 -4.09 -4.33 0.08
C 1.59 -3.76 3.77 -0.26
C 2.66 -4.69 4.32 -0.26
O 3.14 -5.55 3.30 -0.06
O 0.31 -4.35 3.66 -0.06
H 1.97 -3.45 2.79 0.10
H 1.64 -2.93 4.48 0.12
H 2.25 -5.26 5.17 0.12
H 3.48 -4.10 4.74 0.12
H 4.00 -5.88 3.57 0.08
H 0.42 -5.30 3.58 0.09
C -5.66 2.78 -0.98 -0.26
C -5.03 2.13 0.23 -0.26
O -5.89 1.12 0.72 -0.07
O -7.00 3.18 -0.75 -0.06
H -5.62 2.08 -1.83 0.12
H -5.08 3.66 -1.27 0.11
H -4.79 2.89 0.98 0.12
H -4.07 1.68 -0.05 0.11
H -5.53 0.84 1.58 0.05
H -7.47 2.37 -0.52 0.08
C -3.46 -1.97 4.14 -0.25
C -3.49 -0.75 3.27 -0.22
O -4.82 -0.34 2.95 -0.07
O -3.99 -3.06 3.41 -0.06
H -4.05 -1.74 5.06 0.12
H -2.46 -2.22 4.51 0.12
H -3.03 -1.01 2.31 0.11
H -2.94 0.06 3.75 0.12
H -5.42 -0.53 3.68 0.10
H -3.97 -3.87 3.93 0.08
C -0.88 -1.39 -4.63 -0.23
C 0.36 -1.02 -5.43 -0.22
O 0.72 -2.06 -6.36 -0.07
O -1.85 -1.88 -5.55 -0.06
H -1.25 -0.46 -4.19 0.12
H -0.64 -2.11 -3.85 0.11
H 1.21 -0.91 -4.76 0.11
H 0.21 -0.08 -5.96 0.12
H -0.06 -2.21 -6.89 0.09
H -2.72 -1.66 -5.21 0.09
```

## Properties
* frontier orbital gap: 8.90 eV
* SMILES: COC[C@H](C)N.COC[C@H](C)N.COC[C@H](C)N.COC[C@H](C)N.OCCO.OCCO.OCCO.OCCO.OCCO.OCCO.OCCO
* HOMO level: -8.6801 eV
* molecular weight: 791.028 g/mol
* charge: 0

=====

Tell me which of them is the least stable. Sure, it is #w.

=====

#w
C34H26BrN6O2SSr | wB97M-V/def2-TZVPD

```
71
Properties=species:S:1:pos:R:3:lowdin_charge:R:1
Sr 0.80 0.34 -0.21 1.38
C 0.09 3.13 3.72 -0.07
C 0.61 2.13 2.73 -0.34
N 0.09 1.99 1.51 -0.13
N -0.94 2.65 1.12 0.04
C -1.24 2.27 -0.30 -0.68
O -0.24 2.08 -1.13 -0.36
C -2.26 3.27 -0.86 -0.17
C -2.85 4.26 -0.09 -0.04
C -3.74 5.16 -0.67 -0.10
C -4.06 5.06 -2.01 -0.12
C -3.46 4.07 -2.79 -0.10
C -2.57 3.18 -2.21 -0.04
C 1.75 1.29 3.03 -0.25
C 2.28 1.25 4.34 -0.04
C 3.34 0.43 4.63 -0.10
C 3.91 -0.35 3.62 -0.10
C 3.36 -0.24 2.36 -0.17
N 2.32 0.54 2.05 0.02
H -0.64 3.76 3.22 0.06
H 0.89 3.76 4.12 0.07
H -0.41 2.67 4.59 0.07
H -2.61 4.31 0.96 0.10
H -4.19 5.93 -0.06 0.09
H -4.76 5.76 -2.46 0.09
H -3.70 3.99 -3.84 0.09
H -2.07 2.43 -2.81 0.11
H 1.82 1.85 5.12 0.09
H 3.73 0.39 5.64 0.10
H 4.76 -1.00 3.80 0.09
H 3.78 -0.80 1.53 0.11
C 5.07 0.07 -2.88 -0.13
C 4.78 -0.88 -3.86 -0.13
C 3.52 -1.45 -3.89 -0.08
C 2.56 -1.08 -2.94 -0.24
C 2.80 -0.16 -1.90 -0.17
C 4.10 0.40 -1.94 -0.17
C 1.20 -1.72 -3.07 -0.21
C 0.76 -2.18 -4.36 -0.01
C -0.44 -2.78 -4.51 -0.01
C -1.27 -2.97 -3.37 -0.17
C -2.52 -3.61 -3.42 -0.05
C -3.28 -3.76 -2.29 -0.09
C -2.80 -3.26 -1.06 -0.09
C -1.59 -2.63 -0.99 -0.04
C -0.79 -2.47 -2.15 -0.21
N 0.42 -1.83 -2.02 0.11
H 6.05 0.53 -2.85 0.09
H 5.54 -1.17 -4.58 0.09
H 3.32 -2.20 -4.65 0.09
H 4.38 1.13 -1.19 0.07
H 1.39 -1.99 -5.22 0.10
H -0.78 -3.11 -5.48 0.11
H -2.88 -3.99 -4.37 0.11
H -4.24 -4.25 -2.33 0.10
H -3.39 -3.36 -0.16 0.10
H -1.22 -2.23 -0.06 0.07
Br -1.39 -4.11 5.58 0.74
C -0.79 -3.07 4.12 -0.69
C 0.16 -3.58 3.26 -0.10
C 0.56 -2.77 2.20 -0.13
N 0.08 -1.55 1.98 0.04
C -0.83 -1.08 2.84 -0.12
C -1.31 -1.80 3.92 -0.09
H 0.58 -4.56 3.39 0.10
H 1.30 -3.14 1.50 0.12
H -1.19 -0.07 2.65 0.10
H -2.04 -1.37 4.59 0.11
O -4.34 1.35 0.65 -0.51
S -3.31 0.38 0.32 0.81
N -1.96 0.78 -0.13 -0.30
```

## Properties
* frontier orbital gap: 5.87 eV
* HOMO level: -3.8078 eV
* molecular weight: 750.213 g/mol
* charge: -1

=====

#x
C34H26BrN6O2SSr | wB97M-V/def2-TZVPD

```
71
Properties=species:S:1:pos:R:3:lowdin_charge:R:1
Sr 0.09 -1.17 -0.11 1.39
C 4.33 -0.78 -0.24 -0.02
C 3.02 -0.94 0.47 -0.32
N 2.19 -0.01 0.71 -0.07
N 2.52 1.28 0.32 0.05
C 1.46 1.86 -0.23 -0.51
O 0.33 1.34 -0.46 -0.18
C 1.68 3.28 -0.67 -0.14
C 0.60 4.00 -1.16 -0.04
C 0.75 5.31 -1.60 -0.11
C 2.00 5.90 -1.57 -0.11
C 3.10 5.19 -1.09 -0.10
C 2.94 3.89 -0.64 -0.04
C 2.58 -2.36 0.77 -0.55
C 3.68 -3.27 1.22 -0.03
C 3.28 -4.52 1.47 -0.12
C 1.84 -4.76 1.30 -0.28
C 1.07 -3.66 1.87 -0.18
N 1.43 -2.44 1.69 0.01
H 4.37 0.20 -0.71 0.06
H 4.43 -1.57 -0.98 0.09
H 5.16 -0.86 0.46 0.08
H -0.37 3.51 -1.19 0.11
H -0.10 5.85 -1.98 0.09
H 2.13 6.92 -1.92 0.09
H 4.08 5.65 -1.07 0.09
H 3.78 3.32 -0.27 0.10
H 4.71 -2.95 1.24 0.10
H 3.96 -5.34 1.67 0.11
H 1.47 -5.76 1.48 0.10
H 0.15 -3.84 2.42 0.12
C -3.69 -4.33 -1.09 -0.13
C -4.61 -4.03 -0.09 -0.12
C -4.42 -2.89 0.67 -0.08
C -3.32 -2.06 0.43 -0.25
C -2.35 -2.32 -0.56 -0.17
C -2.59 -3.50 -1.30 -0.17
C -3.18 -0.83 1.27 -0.22
C -4.35 -0.17 1.77 -0.01
C -4.22 0.95 2.52 -0.02
C -2.94 1.46 2.83 -0.17
C -2.72 2.62 3.61 -0.05
C -1.45 3.05 3.86 -0.09
C -0.34 2.33 3.35 -0.07
C -0.53 1.21 2.60 -0.01
C -1.84 0.76 2.30 -0.20
N -1.98 -0.36 1.52 0.10
H -3.82 -5.22 -1.70 0.09
H -5.45 -4.69 0.10 0.09
H -5.12 -2.67 1.47 0.09
H -1.89 -3.79 -2.08 0.07
H -5.32 -0.55 1.51 0.10
H -5.10 1.48 2.89 0.11
H -3.58 3.16 3.99 0.10
H -1.29 3.95 4.45 0.10
H 0.66 2.68 3.56 0.11
H 0.32 0.66 2.21 0.08
Br -0.82 3.80 -4.74 0.74
C -0.54 2.08 -3.98 -0.68
C 0.74 1.58 -3.88 -0.10
C 0.89 0.33 -3.30 -0.13
N -0.13 -0.39 -2.84 0.02
C -1.36 0.12 -2.95 -0.14
C -1.62 1.35 -3.52 -0.10
H 1.60 2.15 -4.21 0.11
H 1.88 -0.10 -3.17 0.12
H -2.15 -0.49 -2.52 0.09
H -2.63 1.74 -3.58 0.10
O 2.87 -5.15 -1.27 -0.54
S 1.73 -4.37 -0.75 0.84
N 2.00 -2.81 -0.58 -0.38
```

## Properties
* frontier orbital gap: 7.08 eV
* HOMO level: -4.7711 eV
* molecular weight: 750.213 g/mol
* charge: -1

=====

Tell me which of them is the least stable. Sure, it is #w.

=====

#w
C5H7I | wB97M-V/def2-TZVPD

```
13
Properties=species:S:1:pos:R:3:lowdin_charge:R:1
C -0.99 -0.51 -0.63 -0.11
C 0.08 -0.39 -0.08 -0.18
C -2.15 -0.77 -1.36 -0.12
C 1.33 1.21 1.24 -0.18
C 1.29 -0.17 0.68 -0.74
I 2.96 -0.49 -0.78 0.69
H -1.88 -1.21 -2.33 0.09
H -3.02 -1.38 -0.87 0.12
H -2.57 0.20 -1.58 0.07
H 0.78 1.81 0.61 0.05
H 0.61 1.23 2.12 0.11
H 2.26 1.62 1.67 0.09
H 1.32 -1.16 1.31 0.12
```

## Properties
* frontier orbital gap: 9.34 eV
* SMILES: CC#C[C@H](C)I
* HOMO level: -9.0530 eV
* molecular weight: 194.015 g/mol
* charge: 0

=====

#x
C5H7I | wB97M-V/def2-TZVPD

```
13
Properties=species:S:1:pos:R:3:lowdin_charge:R:1
C 2.25 -0.48 -1.01 -0.25
C 1.44 0.25 -1.64 -0.32
C -1.62 0.08 1.34 -0.25
C 0.43 1.08 -1.96 -0.04
C -0.59 -1.02 1.19 -0.66
I 1.43 -0.65 1.41 1.13
H 3.15 -1.08 -1.16 0.03
H -1.18 1.08 0.86 0.10
H -1.81 0.10 2.51 0.10
H -2.60 -0.27 0.95 0.06
H -0.57 0.69 -1.95 0.03
H 0.64 2.21 -1.81 0.09
H -0.98 -1.98 1.29 -0.01
```

## Properties
* frontier orbital gap (alpha / beta): 7.10 / 7.30 eV
* HOMO level (alpha / beta): -7.1956 / -7.7653 eV
* molecular weight: 194.015 g/mol
* charge: 0

=====

Tell me which of them is the least stable. Sure, it is #x.